C24H26BrNO7P2S | ωB97M-V/def2-TZVPD

Geometry (Å):
C  4.075  -2.587  1.436
C  3.761  -2.635  -0.039
O  2.506  -1.959  -0.249
P  2.111  -1.669  -1.761
O  2.299  -2.808  -2.671
C  0.409  -1.108  -1.681
C  -0.447  -1.967  -0.742
C  -1.720  -1.286  -0.308
C  -2.932  -1.668  -0.907
C  -2.986  -2.699  -2.005
C  -2.865  -4.148  -1.580
O  -2.413  -5.020  -2.246
Br  -3.582  -4.540  0.187
C  -4.123  -1.099  -0.498
C  -4.172  -0.132  0.494
O  -5.380  0.381  0.855
C  -2.977  0.302  1.079
C  -1.766  -0.299  0.674
C  -0.513  0.127  1.354
O  0.586  -0.211  0.959
C  -0.613  0.985  2.569
C  0.538  1.183  3.324
C  0.490  1.976  4.455
C  -0.704  2.581  4.831
C  -1.853  2.416  4.073
P  -3.312  3.356  4.601
S  -3.588  5.093  3.777
C  -1.807  1.594  2.939
C  -3.012  1.386  2.104
O  -3.980  2.093  2.274
O  2.953  -0.384  -2.173
C  3.337  0.588  -1.184
C  3.648  1.888  -1.887
H  4.213  -1.565  1.783
H  3.246  -3.023  1.991
H  4.971  -3.168  1.646
H  4.549  -2.173  -0.637
H  3.667  -3.666  -0.379
H  0.388  -0.074  -1.339
H  0.065  -1.148  -2.714
H  0.135  -2.221  0.140
H  -0.679  -2.910  -1.228
H  -2.194  -2.541  -2.734
H  -3.933  -2.601  -2.535
H  -5.054  -1.408  -0.956
H  -5.999  -0.344  0.986
H  1.460  0.714  3.016
H  1.384  2.132  5.041
H  -0.721  3.214  5.707
H  -3.035  3.469  5.970
H  -4.383  2.461  4.569
H  2.542  0.728  -0.450
H  4.210  0.227  -0.639
H  2.745  2.266  -2.362
H  4.402  1.743  -2.656
H  3.987  2.622  -1.160
C  1.770  2.686  -5.748
C  2.667  3.586  -5.038
N  3.369  4.287  -4.469
H  1.133  3.255  -6.422
H  2.348  1.966  -6.324
H  1.146  2.149  -5.035

charge = 0
gap between HOMO and LUMO = 0.2582 hartree
calculated total energy = -140590.4279 eV
maximum force = 0.823 eV Å⁻¹
SMILES = CCOP(=O)(CCc1c(CC(=O)Br)cc(O)c2c1C(=O)c1cccc([PH2]=S)c1C2=O)OCC.CC#N